(1)
{
  "formula": "C58H86N11O19",
  "method": "the ωB97M-V functional and the def2-TZVPD basis",
  "homo_lumo_gap_ev": 6.20,
  "fmax_ev_per_a": 7.405,
  "homo_ev": -9.12,
  "relative_energy_kcal_mol": 0.0,
  "spin_multiplicity": 1,
  "total_charge": 1,
  "e_tot_ev": -116828.2208,
  "symbols": ["C", "C", "C", "C", "N", "C", "C", "C", "C", "C", "C", "C", "H", "H", "H", "H", "H", "H", "H", "H", "H", "H", "H", "H", "H", "H", "H", "H", "H", "H", "H", "H", "H", "H", "H", "H", "C", "C", "C", "C", "C", "C", "O", "O", "H", "H", "H", "H", "H", "H", "C", "C", "C", "C", "C", "C", "O", "O", "H", "H", "H", "H", "H", "H", "C", "C", "C", "C", "C", "C", "O", "O", "H", "H", "H", "H", "H", "H", "C", "C", "C", "C", "C", "C", "O", "O", "H", "H", "H", "H", "H", "H", "C", "C", "C", "C", "C", "C", "O", "O", "H", "H", "H", "H", "H", "H", "C", "C", "C", "C", "C", "C", "O", "O", "H", "H", "H", "H", "H", "H", "C", "C", "C", "C", "C", "C", "O", "O", "H", "H", "H", "H", "H", "H", "C", "O", "N", "N", "H", "H", "H", "H", "C", "O", "N", "N", "H", "H", "H", "H", "C", "O", "N", "N", "H", "H", "H", "H", "C", "O", "N", "N", "H", "H", "H", "H", "C", "O", "N", "N", "H", "H", "H", "H"],
  "positions_angstrom": [[-0.662, -2.250, 1.198], [0.723, -1.850, 0.637], [0.631, -0.969, -0.494], [0.062, 0.421, -0.094], [-0.013, 1.493, -1.295], [-0.718, 0.831, -2.497], [-1.420, 1.947, -3.271], [-1.948, 2.849, -2.234], [-0.952, 2.709, -0.976], [1.341, 1.983, -1.800], [2.238, 2.539, -0.599], [3.320, 3.545, -0.961], [-0.548, -3.076, 1.901], [-1.294, -2.541, 0.359], [-1.303, -1.628, 1.823], [1.233, -2.743, 0.275], [1.282, -1.289, 1.385], [-0.088, -1.429, -1.171], [1.623, -0.967, -0.945], [0.689, 0.935, 0.635], [-0.938, 0.301, 0.324], [-0.022, 0.274, -3.124], [-1.433, 0.045, -2.255], [-0.819, 2.560, -3.943], [-2.273, 1.617, -3.865], [-1.796, 3.850, -2.638], [-2.988, 2.667, -1.963], [-0.374, 3.618, -0.809], [-1.510, 2.663, -0.040], [1.128, 2.771, -2.522], [1.800, 1.091, -2.227], [2.684, 1.720, -0.035], [1.675, 3.042, 0.187], [4.056, 2.924, -1.471], [3.814, 3.914, -0.063], [3.040, 4.431, -1.531], [-6.064, 3.816, -2.520], [-7.245, 3.814, -3.196], [-8.313, 3.099, -2.619], [-8.225, 2.422, -1.419], [-6.928, 2.546, -0.741], [-5.954, 3.278, -1.272], [-4.793, 3.515, -0.612], [-9.594, 3.245, -3.227], [-5.157, 4.299, -2.852], [-7.353, 4.449, -4.063], [-9.078, 1.886, -1.029], [-6.794, 2.143, 0.252], [-4.887, 3.400, 0.336], [-9.343, 3.393, -4.142], [-1.636, -5.806, -3.030], [-2.589, -5.175, -2.298], [-2.764, -3.795, -2.406], [-1.855, -2.963, -3.088], [-0.845, -3.644, -3.831], [-0.817, -5.062, -3.833], [-0.043, -5.670, -4.778], [-3.849, -3.246, -1.861], [-1.711, -6.883, -3.009], [-3.457, -5.658, -1.873], [-1.990, -1.892, -3.112], [-0.247, -3.042, -4.500], [-0.448, -6.363, -5.305], [-3.693, -2.312, -1.704], [7.794, 0.624, 1.535], [7.227, 1.872, 1.842], [5.886, 1.986, 2.095], [5.072, 0.837, 2.202], [5.591, -0.389, 1.879], [6.930, -0.487, 1.526], [7.397, -1.662, 1.036], [5.332, 3.245, 2.223], [8.801, 0.486, 1.170], [7.834, 2.758, 1.731], [4.041, 0.930, 2.511], [5.067, -1.333, 1.883], [6.623, -2.134, 0.720], [5.904, 3.883, 1.790], [-2.320, 5.651, 0.923], [-1.636, 6.256, -0.155], [-0.691, 7.287, 0.143], [-0.511, 7.690, 1.423], [-1.224, 7.144, 2.421], [-2.183, 6.156, 2.238], [-2.985, 5.696, 3.180], [0.007, 7.952, -0.883], [-2.946, 4.803, 0.690], [-1.942, 6.062, -1.172], [0.156, 8.503, 1.672], [-0.908, 7.551, 3.370], [-3.583, 5.027, 2.838], [0.591, 8.611, -0.501], [2.394, 3.348, -5.253], [3.249, 2.970, -6.243], [4.045, 3.983, -6.864], [3.915, 5.269, -6.453], [3.121, 5.687, -5.380], [2.387, 4.666, -4.765], [1.559, 4.921, -3.773], [4.767, 3.635, -7.999], [1.783, 2.578, -4.806], [3.269, 1.938, -6.559], [4.445, 5.992, -7.055], [3.186, 6.733, -5.117], [1.435, 5.852, -3.578], [4.410, 4.079, -8.771], [1.207, -8.454, 4.448], [0.011, -7.713, 4.430], [0.018, -6.359, 4.162], [1.230, -5.734, 3.873], [2.449, -6.388, 3.854], [2.392, -7.692, 4.199], [3.594, -8.471, 4.219], [-1.200, -5.636, 4.295], [1.323, -9.525, 4.519], [-0.915, -8.268, 4.411], [1.155, -4.681, 3.647], [3.287, -5.706, 3.846], [4.328, -7.858, 4.136], [-0.831, -4.751, 4.329], [3.817, -3.843, -1.461], [3.081, -3.102, -2.369], [3.528, -1.894, -2.813], [4.761, -1.381, -2.435], [5.490, -2.090, -1.530], [5.021, -3.320, -1.005], [5.919, -4.028, -0.237], [2.838, -1.280, -3.842], [3.547, -4.834, -1.130], [2.145, -3.466, -2.766], [5.276, -0.486, -2.750], [6.490, -1.725, -1.347], [5.720, -4.967, -0.264], [2.879, -1.854, -4.611], [1.869, -0.601, 5.230], [2.397, 0.485, 5.439], [1.145, -0.795, 4.086], [1.849, -1.652, 5.983], [1.028, 0.000, 3.473], [0.601, -1.644, 4.025], [2.261, -1.595, 6.903], [1.395, -2.518, 5.730], [-1.401, -2.317, 5.028], [-0.542, -3.124, 4.727], [-2.312, -2.023, 4.155], [-1.484, -1.507, 6.036], [-3.138, -1.544, 4.483], [-2.390, -2.655, 3.371], [-2.320, -0.954, 6.159], [-0.932, -1.744, 6.848], [-3.562, -0.410, 0.030], [-3.138, -0.919, -1.004], [-3.683, -0.958, 1.182], [-3.860, 0.821, 0.192], [-3.429, -1.922, 1.344], [-4.294, -0.532, 1.864], [-4.410, 1.193, 0.953], [-3.554, 1.470, -0.519], [-3.770, -4.690, 1.386], [-3.455, -3.533, 1.647], [-3.568, -5.725, 2.146], [-4.382, -5.009, 0.291], [-3.652, -6.564, 1.589], [-2.932, -5.593, 2.919], [-4.699, -5.953, 0.122], [-4.598, -4.235, -0.321], [-1.140, 1.658, 2.833], [0.058, 1.485, 2.861], [-2.007, 0.772, 3.216], [-1.720, 2.744, 2.503], [-1.735, -0.161, 3.490], [-2.956, 0.858, 2.883], [-1.233, 3.624, 2.604], [-2.724, 2.822, 2.424]]
}

***

(2)
{
  "formula": "C59H40Cl4N9OSZr",
  "method": "the ωB97M-V functional and the def2-TZVPD basis",
  "homo_lumo_gap_ev": 5.47,
  "fmax_ev_per_a": 0.526,
  "homo_ev": -9.46,
  "relative_energy_kcal_mol": 2.1,
  "spin_multiplicity": 1,
  "total_charge": 1,
  "e_tot_ev": -139498.3671,
  "symbols": ["Zr", "Cl", "C", "C", "C", "C", "C", "C", "C", "C", "C", "C", "C", "C", "C", "C", "C", "C", "Cl", "C", "C", "C", "N", "C", "C", "C", "C", "C", "C", "Cl", "C", "C", "C", "C", "C", "C", "N", "C", "C", "C", "C", "C", "N", "C", "C", "C", "C", "Cl", "C", "C", "C", "C", "N", "H", "H", "H", "H", "H", "H", "H", "H", "H", "H", "H", "H", "H", "H", "H", "H", "H", "H", "H", "H", "H", "H", "H", "H", "O", "C", "N", "C", "C", "C", "C", "C", "C", "N", "C", "C", "C", "C", "C", "N", "H", "H", "H", "H", "H", "H", "H", "H", "H", "H", "S", "C", "N", "C", "C", "N", "H", "H", "H", "H", "H", "H"],
  "positions_angstrom": [[0.339, -0.091, -0.319], [-0.061, -3.336, 8.774], [0.036, -2.849, 7.113], [-0.064, -1.504, 6.792], [0.015, -1.122, 5.462], [0.191, -2.068, 4.459], [0.287, -3.412, 4.803], [0.212, -3.809, 6.130], [0.276, -1.646, 3.029], [1.488, -1.148, 2.577], [2.641, -0.969, 3.406], [3.537, -0.242, 2.698], [2.966, -0.012, 1.400], [3.594, 0.593, 0.288], [4.496, 1.762, 0.383], [4.670, 2.554, -0.760], [5.414, 3.721, -0.739], [5.989, 4.135, 0.449], [6.914, 5.596, 0.497], [5.796, 3.405, 1.613], [5.045, 2.245, 1.579], [3.373, 0.014, -0.973], [2.237, -0.642, -1.345], [2.488, -1.192, -2.581], [1.538, -1.767, -3.405], [1.955, -2.219, -4.762], [2.310, -1.299, -5.742], [2.680, -1.721, -7.010], [2.696, -3.077, -7.292], [3.158, -3.613, -8.874], [2.351, -4.014, -6.329], [1.979, -3.578, -5.068], [0.194, -1.921, -3.045], [-0.818, -2.405, -3.934], [-1.977, -2.441, -3.235], [-1.679, -2.022, -1.898], [-0.350, -1.632, -1.818], [-2.566, -2.115, -0.828], [-2.191, -1.930, 0.508], [-2.929, -2.417, 1.633], [-2.108, -2.327, 2.709], [-0.875, -1.770, 2.250], [-0.955, -1.487, 0.909], [-3.958, -2.585, -1.072], [-4.206, -3.827, -1.654], [-5.502, -4.267, -1.868], [-6.562, -3.457, -1.491], [-8.185, -3.996, -1.769], [-6.343, -2.230, -0.887], [-5.041, -1.803, -0.677], [3.858, -0.948, -2.942], [4.391, -0.167, -1.974], [1.740, -0.615, 1.328], [-0.201, -0.775, 7.577], [-0.062, -0.073, 5.202], [0.425, -4.154, 4.028], [0.291, -4.851, 6.403], [2.758, -1.374, 4.397], [4.541, 0.000, 2.995], [4.167, 2.295, -1.682], [5.518, 4.321, -1.632], [6.219, 3.755, 2.544], [4.871, 1.748, 2.517], [2.296, -0.239, -5.517], [2.952, -1.010, -7.777], [2.376, -5.067, -6.568], [1.708, -4.300, -4.308], [-0.663, -2.682, -4.963], [-2.946, -2.746, -3.592], [-3.922, -2.831, 1.595], [-2.306, -2.645, 3.719], [-3.376, -4.465, -1.928], [-5.695, -5.232, -2.315], [-7.184, -1.622, -0.583], [-4.871, -0.855, -0.181], [4.348, -1.342, -3.817], [5.405, 0.185, -1.890], [1.418, 3.980, -1.473], [1.174, 2.949, -0.862], [0.846, 1.752, -1.370], [0.463, 1.722, -2.762], [-0.999, 1.330, -2.825], [-1.722, 1.409, -4.006], [-3.088, 1.196, -3.969], [-3.691, 0.912, -2.752], [-2.891, 0.788, -1.634], [-1.565, 0.970, -1.664], [1.133, 2.938, 0.642], [1.643, 3.987, 1.386], [1.523, 3.932, 2.763], [0.876, 2.847, 3.339], [0.393, 1.842, 2.521], [0.533, 1.878, 1.191], [1.081, 1.035, -3.352], [0.567, 2.718, -3.201], [-1.216, 1.672, -4.926], [-3.677, 1.271, -4.873], [-4.758, 0.765, -2.668], [-3.302, 0.555, -0.662], [2.117, 4.807, 0.864], [1.922, 4.725, 3.382], [0.748, 2.771, 4.410], [-0.133, 0.988, 2.924], [-2.893, 1.180, 1.925], [-3.147, 2.661, 2.652], [-3.119, 2.894, 3.984], [-3.547, 4.249, 4.315], [-3.482, 4.954, 2.944], [-3.390, 3.825, 2.030], [-3.224, 2.109, 4.604], [-2.873, 4.708, 5.036], [-4.557, 4.259, 4.726], [-2.609, 5.603, 2.863], [-4.375, 5.547, 2.750], [-3.309, 3.892, 1.031]]
}

***

(3)
{
  "formula": "C59H43F3N4O5PbS2Se",
  "method": "the ωB97M-V functional and the def2-TZVPD basis",
  "homo_lumo_gap_ev": [4.83, 5.31],
  "fmax_ev_per_a": 0.703,
  "homo_ev": [-1.43, -1.91],
  "relative_energy_kcal_mol": 19.1,
  "spin_multiplicity": 1,
  "total_charge": -2,
  "e_tot_ev": -178493.6626,
  "symbols": ["Pb", "C", "O", "C", "C", "C", "C", "C", "C", "C", "C", "C", "C", "C", "N", "C", "C", "C", "C", "C", "C", "C", "C", "C", "C", "O", "C", "C", "C", "C", "N", "C", "C", "C", "C", "C", "C", "O", "C", "C", "C", "C", "C", "C", "C", "N", "C", "C", "N", "C", "C", "C", "C", "O", "C", "C", "C", "H", "H", "H", "H", "H", "H", "H", "H", "H", "H", "H", "H", "H", "H", "H", "H", "H", "H", "H", "H", "H", "H", "H", "H", "H", "H", "H", "H", "H", "H", "H", "H", "H", "H", "H", "H", "Se", "C", "O", "C", "S", "S", "H", "H", "H", "F", "C", "F", "F", "C", "C", "C", "C", "C", "C", "C", "C", "H", "H", "H", "H"],
  "positions_angstrom": [[-0.001, -0.315, -0.126], [-7.695, 2.169, 5.936], [-7.544, 1.700, 4.616], [-6.260, 1.555, 4.149], [-6.134, 1.076, 2.850], [-4.880, 0.899, 2.294], [-3.723, 1.196, 3.019], [-3.867, 1.675, 4.311], [-5.125, 1.857, 4.889], [-2.373, 1.000, 2.396], [-2.004, 1.934, 1.412], [-2.831, 3.058, 0.999], [-2.157, 3.697, 0.021], [-0.905, 2.979, -0.153], [-0.855, 1.922, 0.703], [0.091, 3.313, -1.072], [1.284, 2.586, -1.275], [2.417, 3.084, -2.017], [3.403, 2.160, -1.906], [2.881, 1.089, -1.090], [3.636, -0.009, -0.644], [5.011, -0.147, -1.219], [5.214, -0.845, -2.410], [6.479, -0.978, -2.956], [7.574, -0.410, -2.314], [8.790, -0.591, -2.928], [9.917, -0.036, -2.289], [7.397, 0.290, -1.128], [6.114, 0.412, -0.595], [3.264, -0.939, 0.329], [2.040, -1.039, 0.923], [2.120, -2.002, 1.875], [1.110, -2.355, 2.791], [1.357, -3.562, 3.635], [1.443, -4.831, 3.053], [1.677, -5.959, 3.816], [1.828, -5.847, 5.195], [2.050, -7.019, 5.874], [2.209, -6.927, 7.272], [1.749, -4.599, 5.799], [1.518, -3.472, 5.009], [-0.074, -1.637, 3.002], [-1.100, -1.969, 3.975], [-2.059, -1.024, 3.866], [-1.631, -0.105, 2.825], [-0.430, -0.515, 2.328], [3.451, -2.571, 1.867], [4.155, -1.917, 0.913], [1.596, 1.373, -0.745], [-0.081, 4.566, -1.861], [-0.197, 4.525, -3.253], [-0.339, 5.688, -3.986], [-0.380, 6.921, -3.342], [-0.524, 8.026, -4.150], [-0.731, 9.261, -3.506], [-0.281, 6.985, -1.959], [-0.132, 5.802, -1.235], [-8.764, 2.205, 6.132], [-7.274, 3.171, 6.057], [-7.220, 1.498, 6.658], [-7.032, 0.844, 2.289], [-4.774, 0.520, 1.282], [-2.978, 1.914, 4.884], [-5.194, 2.237, 5.899], [-3.811, 3.295, 1.382], [-2.489, 4.532, -0.574], [2.456, 4.032, -2.529], [4.401, 2.206, -2.316], [4.359, -1.285, -2.909], [6.636, -1.518, -3.881], [10.777, -0.288, -2.906], [10.058, -0.453, -1.288], [9.839, 1.052, -2.210], [8.230, 0.744, -0.612], [5.969, 0.961, 0.329], [1.318, -4.919, 1.980], [1.736, -6.942, 3.364], [2.378, -7.940, 7.631], [1.314, -6.521, 7.752], [3.067, -6.303, 7.539], [1.868, -4.482, 6.866], [1.462, -2.497, 5.478], [-1.093, -2.825, 4.631], [-2.984, -0.962, 4.419], [3.801, -3.348, 2.530], [5.189, -2.062, 0.639], [-0.233, 3.556, -3.742], [-0.461, 5.655, -5.062], [-0.907, 9.994, -4.291], [0.144, 9.568, -2.925], [-1.599, 9.226, -2.841], [-0.314, 7.928, -1.433], [-0.046, 5.850, -0.155], [-2.818, -1.162, -0.208], [-4.853, 0.477, -2.868], [-3.481, 0.314, -3.194], [-2.677, 1.394, -3.373], [-3.335, 2.955, -3.444], [-1.037, 0.974, -3.405], [-5.453, 0.473, -3.781], [-5.024, 1.410, -2.336], [-5.109, -0.378, -2.244], [-3.249, -6.528, -6.681], [-3.361, -5.186, -6.598], [-4.678, -4.926, -6.434], [-3.049, -4.705, -7.823], [-2.519, -4.595, -5.516], [-2.565, -3.218, -5.304], [-1.792, -2.637, -4.318], [-0.949, -3.427, -3.522], [-0.918, -4.808, -3.740], [-1.695, -5.389, -4.731], [-0.162, -2.792, -2.511], [0.410, -2.023, -1.757], [-3.215, -2.601, -5.913], [-1.822, -1.566, -4.133], [-0.275, -5.418, -3.119], [-1.664, -6.458, -4.891]]
}